1:
Here is a structure of composition C6H11NO from OMol25. Energies are from wB97M-V/def2-TZVPD.

Output
- HOMO energy: -8.76 eV
- Charge: 0
- Multiplicity: 1

Cartesian coordinates (Å):
O -0.081 -1.265 0.858
N 0.972 0.857 0.694
C -1.197 0.500 -1.064
C -1.233 0.645 1.697
C -0.183 0.018 0.809
C 0.639 -1.634 -1.547
C 2.120 0.374 0.911
C 0.418 -0.460 -1.938
H 2.987 1.017 0.785
H -2.161 0.078 1.648
H -1.419 0.394 -2.125
H 1.329 -2.412 -1.829
H 2.288 -0.664 1.210
H -1.403 1.689 1.441
H -1.091 1.563 -0.871
H 0.217 -1.692 -0.270
H 0.698 0.379 -2.541
H -0.859 0.604 2.723
H -2.042 0.007 -0.592

For reference, the natural (NBO) charges in units of e are:
1. O -0.6762
2. N -0.5016
3. C -0.7383
4. C -0.6786
5. C 0.6727
6. C -0.5247
7. C -0.0029
8. C -0.0829
9. H 0.1749
10. H 0.2295
11. H 0.2353
12. H 0.2424
13. H 0.1645
14. H 0.2296
15. H 0.2134
16. H 0.3761
17. H 0.2127
18. H 0.2375
19. H 0.2166

2:
Here is the molecule C6H11NO from OMol25. Energies are from wB97M-V/def2-TZVPD.

Output
- HOMO energy: -8.06 eV
- Charge: 0
- Multiplicity: 1
- Structure (SMILES): CC(=O)/C(C)=C(\C)N

Cartesian coordinates (Å):
O -1.264 -1.729 0.272
N 2.305 0.299 0.178
C -0.065 0.262 0.002
C -1.277 -0.508 0.111
C 1.339 -1.873 -0.089
C 1.144 -0.399 0.051
C -2.612 0.205 0.003
C -0.090 1.771 -0.045
H 0.302 2.141 -0.996
H 0.507 2.194 0.765
H 0.750 -2.265 -0.916
H 3.183 -0.168 0.031
H -1.092 2.164 0.082
H 2.388 -2.122 -0.247
H -2.648 0.850 -0.873
H 1.005 -2.378 0.816
H -2.794 0.802 0.895
H -3.397 -0.543 -0.086
H 2.316 1.295 0.048

For reference, the natural (NBO) charges in units of e are:
1. O -0.6146
2. N -0.7841
3. C -0.2927
4. C 0.5485
5. C -0.6525
6. C 0.3433
7. C -0.7082
8. C -0.6350
9. H 0.2063
10. H 0.2025
11. H 0.2527
12. H 0.3901
13. H 0.2274
14. H 0.1906
15. H 0.2169
16. H 0.2561
17. H 0.2237
18. H 0.2357
19. H 0.3932

3:
Here is the molecule C6H11NO from OMol25. Energies are from wB97M-V/def2-TZVPD.

Output
- HOMO energy: -9.12 eV
- Charge: 0
- Multiplicity: 1
- Structure (SMILES): CC(=O)N1CCCC1

Cartesian coordinates (Å):
O -2.654 -0.184 0.274
N -0.418 0.051 0.051
C 0.856 -0.043 -0.641
C -1.790 -0.476 -1.922
C -1.674 -0.198 -0.450
C 1.813 0.578 0.353
C 1.261 0.063 1.703
C -0.251 0.174 1.484
H 2.877 0.338 0.263
H 0.836 0.542 -1.564
H -0.744 -0.591 2.092
H 1.589 0.542 2.616
H -1.863 0.475 -2.466
H -0.966 -0.965 -2.444
H -2.712 -1.025 -2.086
H 1.523 -0.995 1.643
H 1.849 1.660 0.183
H -0.685 1.115 1.834
H 1.154 -1.061 -0.923

For reference, the natural (NBO) charges in units of e are:
1. O -0.6190
2. N -0.4429
3. C -0.2154
4. C -0.7207
5. C 0.6872
6. C -0.4111
7. C -0.4055
8. C -0.2116
9. H 0.2157
10. H 0.2049
11. H 0.2087
12. H 0.2244
13. H 0.2350
14. H 0.2202
15. H 0.2449
16. H 0.1970
17. H 0.2059
18. H 0.1976
19. H 0.1847

It turns out 3 is the most stable, with the second structure 32.5 kJ/mol higher.

1:
Here is the molecule C6H11NO from OMol25. Energies are from wB97M-V/def2-TZVPD.

Output
- HOMO energy: -10.01 eV
- Charge: 0
- Multiplicity: 1
- Structure (SMILES): CC(C)O[C@@H](C)C#N

Cartesian coordinates (Å):
O 0.185 -0.686 -0.478
N 1.729 2.335 -0.401
C -2.057 0.029 -0.972
C 2.383 -1.192 -0.224
C -0.771 0.370 -0.335
C 1.288 -0.330 0.154
C 1.683 1.151 -0.066
C -1.411 0.219 1.133
H -0.247 1.251 -0.601
H 1.099 -0.186 1.206
H 2.050 -1.731 -1.243
H -1.764 -0.721 1.048
H -0.511 0.452 1.812
H -1.825 0.179 -2.251
H -1.941 1.252 1.552
H 2.334 -2.021 0.802
H -2.707 -0.880 -0.676
H -2.760 0.996 -0.467
H 3.243 -0.487 0.007

For reference, the natural (NBO) charges in units of e are:
1. O -0.5032
2. N -0.3270
3. C -0.6233
4. C -0.6252
5. C 0.0266
6. C 0.0159
7. C 0.2105
8. C -0.6489
9. H 0.2202
10. H 0.1963
11. H 0.2714
12. H 0.2171
13. H 0.1988
14. H 0.2072
15. H 0.2390
16. H 0.2092
17. H 0.2389
18. H 0.2296
19. H 0.2467

2:
Here is the molecule C6H11NO from OMol25. Energies are from wB97M-V/def2-TZVPD.

Output
- HOMO energy: -7.88 eV
- Charge: 0
- Multiplicity: 1
- Structure (SMILES): N[C@@H]1CC[C@]2(O)C[C@H]12

Cartesian coordinates (Å):
O 1.154 0.224 1.181
N -1.020 -1.374 1.201
C 0.713 0.923 0.043
C 1.217 0.130 -1.097
C -0.286 1.992 0.600
C 0.316 -1.168 -0.885
C -0.990 -0.746 -0.081
C -0.811 0.744 -0.121
H 2.251 -0.073 -0.934
H -0.858 -2.385 1.219
H -0.420 2.889 0.000
H 1.705 0.827 1.659
H 0.855 -1.921 -0.326
H -1.020 1.100 -1.134
H 1.068 0.514 -2.088
H -0.300 2.042 1.666
H -1.776 -0.928 -0.762
H 0.080 -1.623 -1.891
H -1.881 -1.168 1.749

For reference, the natural (NBO) charges in units of e are:
1. O -0.7232
2. N -0.8320
3. C 0.1867
4. C -0.4122
5. C -0.3583
6. C -0.3982
7. C -0.0489
8. C -0.2675
9. H 0.2177
10. H 0.3654
11. H 0.2207
12. H 0.4704
13. H 0.2148
14. H 0.1921
15. H 0.2091
16. H 0.2295
17. H 0.1715
18. H 0.1998
19. H 0.3626

3:
Here is the molecule C6H11NO from OMol25. Energies are from wB97M-V/def2-TZVPD.

Output
- HOMO energy: -8.74 eV
- Charge: 0
- Multiplicity: 1
- Structure (SMILES): CC1(C)C[C@]1(N)C=O

Cartesian coordinates (Å):
O 1.738 0.796 -2.075
N -1.598 0.095 -1.476
C 0.100 -0.112 0.572
C -1.074 -0.156 1.519
C 0.266 -1.287 -0.455
C 1.388 0.275 1.258
C 0.715 1.090 -1.458
C -0.230 0.029 -0.959
H 1.582 -0.381 2.113
H 1.317 1.302 1.632
H 2.253 0.210 0.591
H -1.795 -0.724 -2.051
H -1.151 0.794 2.060
H -2.031 -0.331 1.020
H 0.355 2.132 -1.366
H -0.945 -0.958 2.252
H 1.286 -1.559 -0.710
H -1.754 0.912 -2.063
H -0.421 -2.124 -0.405

For reference, the natural (NBO) charges in units of e are:
1. O -0.5274
2. N -0.8231
3. C -0.0335
4. C -0.6164
5. C -0.4317
6. C -0.6167
7. C 0.4238
8. C 0.0057
9. H 0.2200
10. H 0.2064
11. H 0.2241
12. H 0.3756
13. H 0.2077
14. H 0.2319
15. H 0.1256
16. H 0.2056
17. H 0.2321
18. H 0.3678
19. H 0.2225

It turns out 3 is the most stable, with the second structure 217.2 kJ/mol higher.

1:
Here is the molecule C6H11NO from OMol25. Energies are from wB97M-V/def2-TZVPD.

Output
- HOMO energy: -9.59 eV
- Charge: 0
- Multiplicity: 1
- Structure (SMILES): [H]/N=C(/C)[C@@H](C)C(C)=O

Cartesian coordinates (Å):
O 0.389 -0.901 1.784
N -1.296 0.315 -1.940
C 1.434 -1.962 -0.089
C 0.725 1.717 0.568
C -2.121 0.195 0.321
C -1.007 0.283 -0.686
C 0.497 0.428 -0.203
C 0.782 -0.799 0.614
H -0.479 0.393 -2.551
H -1.985 0.924 1.123
H -2.160 -0.810 0.744
H 0.785 -2.320 -0.892
H -3.085 0.391 -0.158
H 1.162 0.420 -1.074
H 0.594 2.585 -0.088
H 2.405 -1.659 -0.489
H 1.591 -2.780 0.619
H 1.736 1.745 0.989
H 0.032 1.836 1.407

For reference, the natural (NBO) charges in units of e are:
1. O -0.5518
2. N -0.6229
3. C -0.7206
4. C -0.5968
5. C -0.6843
6. C 0.3480
7. C -0.3907
8. C 0.6010
9. H 0.3309
10. H 0.2273
11. H 0.2400
12. H 0.2403
13. H 0.2398
14. H 0.2122
15. H 0.2167
16. H 0.2283
17. H 0.2397
18. H 0.2186
19. H 0.2244

2:
Here is the molecule C6H11NO from OMol25. Energies are from wB97M-V/def2-TZVPD.

Output
- HOMO energy: -8.30 eV
- Charge: 0
- Multiplicity: 1
- Structure (SMILES): CN/C(C)=C(\C)C=O

Cartesian coordinates (Å):
O -3.544 0.398 -0.157
N 1.337 0.472 0.029
C -0.043 -0.342 0.167
C -1.180 1.995 -0.085
C -2.528 -0.261 -0.066
C 0.074 -1.832 0.184
C 2.602 -0.188 -0.215
C -1.006 0.520 -0.038
H -0.297 2.555 0.229
H 0.685 -2.150 1.035
H 2.567 -0.747 -1.156
H -1.431 2.307 -1.104
H -2.597 -1.360 0.049
H -0.882 -2.353 0.257
H 2.870 -0.881 0.595
H -2.003 2.302 0.571
H 3.409 0.551 -0.295
H 0.559 -2.190 -0.730
H 1.407 1.205 0.730

For reference, the natural (NBO) charges in units of e are:
1. O -0.5401
2. N -0.6705
3. C 0.1943
4. C -0.6506
5. C 0.4111
6. C -0.6638
7. C -0.4097
8. C -0.0950
9. H 0.2187
10. H 0.2301
11. H 0.1895
12. H 0.2352
13. H 0.1153
14. H 0.2277
15. H 0.1623
16. H 0.2400
17. H 0.2079
18. H 0.2321
19. H 0.3653

3:
Here is a cluster of 2 separate species, C6H11NO in total from OMol25. Energies are from wB97M-V/def2-TZVPD.

Output
- HOMO energy: -9.55 eV
- Charge: 0
- Multiplicity: 1
- Structure (SMILES): [H]/N=C(/C=C)CO.C=C

Cartesian coordinates (Å):
O -0.330 -1.989 -2.030
N 1.711 -0.489 0.392
C -0.104 -1.808 -0.645
C 0.263 0.650 -1.105
C -1.308 1.388 1.427
C -0.967 0.305 2.128
C 1.004 1.756 -1.156
C 0.647 -0.526 -0.310
H 0.521 -1.974 -2.483
H -0.682 2.271 1.423
H -0.086 0.291 2.755
H 0.421 -2.678 -0.215
H -2.249 1.465 0.903
H -0.586 0.508 -1.764
H 1.883 1.841 -0.544
H 0.704 2.615 -1.733
H 1.890 -1.337 0.936
H -1.093 -1.752 -0.198
H -1.638 -0.538 2.220

For reference, the natural (NBO) charges in units of e are:
1. O -0.7026
2. N -0.6240
3. C -0.1297
4. C -0.2788
5. C -0.3762
6. C -0.4041
7. C -0.3118
8. C 0.2505
9. H 0.4694
10. H 0.1973
11. H 0.2000
12. H 0.1692
13. H 0.1929
14. H 0.2189
15. H 0.2128
16. H 0.1965
17. H 0.3359
18. H 0.1948
19. H 0.1889

4:
Here is a cluster of 2 separate species, C6H11NO in total from OMol25. Energies are from wB97M-V/def2-TZVPD.

Output
- HOMO energy: -8.14 eV
- Charge: 0
- Multiplicity: 1
- Structure (SMILES): Cc1c[nH]c(C)c1.O

Cartesian coordinates (Å):
O -1.277 -1.382 -2.981
N 0.542 -0.725 1.508
C 1.119 -0.393 0.266
C -0.622 0.020 1.697
C -0.962 0.627 0.532
C -1.982 1.640 0.298
C 0.179 0.350 -0.365
C 2.506 -0.639 -0.090
H 3.049 -1.010 0.842
H -0.604 -2.110 -2.801
H 0.959 -1.272 2.179
H 2.605 -1.379 -0.861
H 0.167 0.819 -1.357
H 2.963 0.321 -0.331
H -2.309 1.658 -0.739
H -2.713 1.571 1.105
H -1.063 -1.041 -2.137
H -1.495 2.661 0.475
H -1.061 0.281 2.760

For reference, the natural (NBO) charges in units of e are:
1. O -0.9208
2. N -0.5259
3. C 0.1312
4. C -0.0708
5. C -0.1002
6. C -0.6308
7. C -0.3275
8. C -0.6387
9. H 0.2123
10. H 0.4551
11. H 0.3983
12. H 0.2255
13. H 0.2188
14. H 0.2364
15. H 0.2265
16. H 0.2229
17. H 0.4647
18. H 0.2103
19. H 0.2125

It turns out 1 is the most stable, with the second structure 75.6 kJ/mol higher.